No. 1
Formula: C3H7NO2
Source: the OMol25 dataset
Level of theory: the ωB97M-V functional and the def2-TZVPD basis

Geometry as XYZ:
```
13
Properties=species:S:1:pos:R:3:forces:R:3:lowdin_charge:R:1
C -0.3186 -1.3595 0.3240 -0.329 -0.644 0.151 -0.03
C -0.5153 1.4518 0.5346 -0.375 -0.839 -0.119 -0.17
C 1.8311 0.7551 -0.1794 1.257 -0.640 -0.543 -0.45
N -0.8152 -1.7863 -0.7897 0.124 -0.054 -0.156 0.07
O 1.8223 -0.4256 -0.2580 -0.418 0.823 0.266 0.11
O 2.2308 1.8476 -0.2419 -0.644 -0.113 0.260 0.18
H -0.6677 -2.7091 -1.1862 -0.074 0.078 0.090 0.12
H -1.2974 -1.1206 -1.3880 0.046 -0.091 0.057 0.12
H 0.2016 -2.1241 0.9067 0.038 -0.098 -0.213 0.08
H -0.3874 0.0270 0.4728 0.235 1.587 0.207 0.01
H -0.4428 2.1007 -0.3382 0.071 -0.018 -0.111 -0.01
H -1.5846 1.3699 0.7682 -0.082 0.108 0.048 -0.01
H -0.0568 1.9731 1.3751 0.151 -0.099 0.063 0.00
```
Positions in Å, forces in eV/Å.

## Properties
electronic energy: -8806.2117 eV
frontier orbital gap: 7.920 eV

=====

No. 2
Formula: H20O10
Source: the OMol25 dataset
Level of theory: the ωB97M-V functional and the def2-TZVPD basis

Geometry as XYZ:
```
30
Properties=species:S:1:pos:R:3:forces:R:3:lowdin_charge:R:1
O 0.5413 -3.2719 0.9021 0.039 -0.057 -0.028 -0.08
H -0.0784 -2.7673 0.3622 -0.035 0.019 0.077 -0.01
H 0.3982 -2.9300 1.7998 -0.044 -0.048 -0.169 0.00
O 1.5873 0.8389 -1.5049 -0.316 0.060 -0.390 -0.07
H 2.3205 0.5440 -2.0562 0.014 -0.111 0.137 0.08
H 0.7792 0.5690 -2.0075 1.082 0.099 0.243 0.01
O -3.1165 -2.0766 0.6395 -0.011 0.175 -0.110 -0.05
H -2.8230 -2.0113 -0.2792 0.172 -0.199 0.064 0.01
H -3.6599 -1.2968 0.7799 -0.069 -0.041 0.012 0.02
O 0.1097 0.0249 0.6850 0.195 0.206 -0.446 -0.06
H -0.6954 0.2566 0.2064 -0.095 0.028 0.234 0.02
H 0.8385 0.3394 0.1195 -0.110 -0.309 0.299 0.03
O 0.0155 -1.4157 2.9978 0.000 0.234 -0.220 -0.08
H 0.0473 -0.8933 2.1652 0.082 -0.161 0.419 -0.01
H -0.7286 -1.0610 3.4909 0.008 -0.124 0.046 0.04
O -2.1628 1.5600 0.9247 -0.231 -0.140 -0.022 -0.05
H -3.1004 1.3596 1.0133 0.017 0.107 0.031 0.04
H -1.7647 1.2572 1.7514 0.085 0.118 -0.096 0.05
O -1.1144 -2.3552 -1.7510 0.090 0.326 -0.218 -0.05
H -0.8837 -1.5228 -2.2005 -0.105 -0.357 0.209 0.00
H -0.4336 -2.9785 -2.0287 -0.101 -0.080 0.154 0.06
O -0.4911 0.1228 -3.0537 -0.476 0.502 -0.168 -0.03
H -0.9049 0.9520 -2.7654 -0.194 -0.212 -0.134 0.09
H -0.6004 0.1171 -4.0136 0.105 -0.070 0.070 0.10
O 2.4159 2.4500 2.4778 -0.022 -0.118 0.080 -0.06
H 3.2040 1.9058 2.5694 -0.042 0.014 0.010 0.04
H 2.1736 2.3718 1.5497 0.075 0.197 0.001 0.00
O 2.7008 3.4434 -0.5560 -0.045 -0.261 -0.124 -0.06
H 2.3555 2.5983 -0.8832 -0.082 0.144 -0.044 -0.01
H 3.0703 3.8698 -1.3350 0.013 0.059 0.082 0.04
```
Positions in Å, forces in eV/Å.

## Properties
SMILES string: O.O.O.O.O.O.O.O.O.O
electronic energy: -20800.0105 eV
frontier orbital gap: 9.414 eV

=====

No. 3
Formula: C8H10N2O2
Source: the OMol25 dataset
Level of theory: the ωB97M-V functional and the def2-TZVPD basis

Geometry as XYZ:
```
22
Properties=species:S:1:pos:R:3:forces:R:3:lowdin_charge:R:1
C 0.9905 2.1802 -2.1380 1.598 0.730 5.299 -0.08
C 1.2486 2.2026 -0.6921 0.752 3.767 -5.452 -0.06
C 0.6933 1.0405 -2.7624 -1.627 -1.296 0.500 -0.05
C 0.9801 1.1156 0.0428 -2.029 -5.621 -0.016 -0.03
C 0.2267 -0.1246 -1.9529 -0.129 -1.638 -2.472 -0.13
C 0.4019 -0.0403 -0.5140 1.448 2.880 -2.035 -0.30
C -0.5427 0.4927 3.8609 1.644 -0.986 -0.396 -0.43
C -1.5277 -2.6930 0.8380 -0.049 -1.493 0.578 -0.06
N 0.1341 -0.1011 3.0659 0.079 0.081 -1.065 0.19
N -0.1194 -0.8911 0.2924 -1.391 -2.607 4.164 0.05
O -0.9915 0.9344 4.8344 -1.109 0.766 0.586 0.13
O -0.8323 -1.9573 -0.1768 0.015 0.082 -1.109 -0.13
H 1.2092 3.0776 -2.5958 0.365 1.616 -1.395 0.08
H 1.7643 3.0387 -0.2483 -0.180 0.281 -0.103 0.10
H 0.5556 1.0789 -3.8100 -0.068 -0.449 -0.966 0.10
H 0.9869 1.0957 1.0609 0.389 0.504 2.620 0.06
H 0.6441 -1.0500 -2.4116 0.556 0.184 0.564 0.14
H -1.6559 -2.0957 1.7065 0.626 0.548 0.986 0.05
H -1.0741 -3.7209 1.0975 -0.144 1.817 -0.563 0.12
H -2.5843 -2.9079 0.6123 0.475 0.211 -1.057 0.08
H -0.8064 -0.4741 -2.1464 -0.291 0.858 -0.036 0.13
H 0.2989 -0.2008 2.0370 -0.931 -0.237 1.367 0.04
```
Positions in Å, forces in eV/Å.

## Properties
2S+1: 3
expectation value of S²: 2.026
electronic energy: -15527.2178 eV
frontier orbital gap (spin up / spin down): 6.668 / 7.547 eV

=====

No. 4
Formula: C3H14O4
Source: the OMol25 dataset
Level of theory: the ωB97M-V functional and the def2-TZVPD basis

Geometry as XYZ:
```
21
Properties=species:S:1:pos:R:3:forces:R:3:lowdin_charge:R:1
C -0.9687 -0.9503 1.6227 0.003 -1.026 0.446 -0.04
C -2.1852 -0.8522 1.1023 0.552 0.818 -0.406 -0.24
C -2.5306 -1.2565 -0.3070 -0.110 -1.113 1.117 -0.10
H -0.7633 -0.6972 2.6501 -0.106 0.288 0.212 0.04
H -0.1839 -1.5566 1.1718 -0.043 0.464 -0.412 0.05
H -2.9570 -0.3613 1.6932 -0.009 -0.101 -0.100 0.09
H -1.6587 -1.3208 -0.9541 -0.134 0.610 -0.175 0.06
H -2.8596 -2.2965 -0.2220 -0.332 -0.085 -0.192 0.07
H -3.3834 -0.6898 -0.6604 0.215 0.198 -0.495 0.07
O 2.7711 -1.5023 -0.8487 -0.081 0.149 -0.123 -0.08
H 2.7430 -0.5356 -0.7510 0.117 -0.104 0.187 -0.02
H 2.5399 -1.8024 0.0352 -0.032 -0.097 -0.050 0.02
O 0.0918 0.1748 -2.7026 -0.156 -0.082 0.218 -0.06
H 0.9670 -0.0323 -2.3512 -0.084 0.018 -0.217 0.02
H 0.2074 0.6919 -3.5033 0.239 -0.036 0.040 0.03
O 2.6383 1.0905 0.2369 -0.051 0.022 -0.235 -0.06
H 3.0601 1.0995 1.0988 -0.058 0.095 0.035 0.05
H 1.8413 1.6463 0.2937 0.114 0.015 0.139 0.01
O 0.3797 2.7758 0.5919 0.051 0.085 -0.039 -0.04
H 0.2618 3.6988 0.3390 0.014 -0.145 0.076 0.06
H -0.0111 2.6762 1.4648 -0.108 0.026 -0.025 0.06
```
Positions in Å, forces in eV/Å.

## Properties
SMILES string: C=CC.O.O.O.O
electronic energy: -11527.3612 eV
frontier orbital gap: 9.765 eV

=====

No. 5
Formula: C3H9NO2S
Source: the OMol25 dataset
Level of theory: the ωB97M-V functional and the def2-TZVPD basis

Geometry as XYZ:
```
16
Properties=species:S:1:pos:R:3:forces:R:3:lowdin_charge:R:1
C -1.4064 0.6019 0.8922 -2.680 3.048 0.431 -0.09
C -0.4147 0.2204 -0.1843 -1.653 -1.032 1.109 -0.52
C -0.9512 -1.0381 -0.8017 0.265 -1.629 0.659 -0.06
N 0.7782 -0.0177 0.5909 2.301 -0.337 0.473 -0.16
S 2.1804 0.0197 -0.2808 -1.873 0.579 -1.627 0.59
O 3.3007 -0.1553 0.5251 1.988 -0.735 2.000 -0.30
O 2.0079 -0.7311 -1.4834 -0.101 0.287 0.079 -0.30
H -1.1260 0.0597 1.7925 -0.022 0.373 0.244 0.08
H -1.4582 1.7597 1.0153 0.573 -1.870 0.405 0.11
H -2.5334 0.3943 0.7774 1.804 -0.146 -0.610 0.11
H -0.2491 0.9599 -0.9060 0.078 1.410 -1.151 0.11
H -0.1575 -1.7196 -1.1120 -0.080 0.082 0.005 0.07
H -1.5829 -0.8839 -1.6602 -0.355 0.354 -0.165 0.08
H -1.5350 -1.5196 0.0162 0.314 -0.145 -0.867 0.09
H 0.9815 0.7004 1.3032 -0.681 -0.501 -0.067 0.12
H 2.1655 1.3491 -0.4844 0.122 0.261 -0.918 0.08
```
Positions in Å, forces in eV/Å.

## Properties
SMILES string: CC(C)N[SH](=O)=O
electronic energy: -19675.6895 eV
frontier orbital gap: 11.401 eV

=====

No. 6
Formula: C21H16ClFN3O11
Source: the OMol25 dataset
Level of theory: the ωB97M-V functional and the def2-TZVPD basis

Geometry as XYZ:
```
53
Properties=species:S:1:pos:R:3:forces:R:3:lowdin_charge:R:1
C -2.2806 0.4576 4.9960 4.411 -1.333 -5.152 0.15
C -1.4850 0.2318 3.9571 -2.231 -0.980 4.927 -0.06
C -0.3158 -0.4903 3.1079 0.847 -0.116 -0.366 -0.05
C 1.1201 0.2082 3.0446 -1.349 -3.844 -2.129 0.05
C 1.2786 1.6161 3.8012 0.011 2.097 4.562 -0.26
O 1.2899 1.7815 5.0617 0.106 -1.514 -6.556 0.11
O 1.3741 2.8448 3.0095 -0.092 -2.373 3.675 0.00
O 1.1313 2.4521 1.7419 -0.537 -0.550 -3.871 -0.09
C 2.2391 -0.5576 2.2445 -2.808 -0.426 -0.036 0.02
C 3.7221 0.0948 2.1932 -0.382 -0.591 1.085 -0.19
N 4.4715 -0.4496 3.3844 -1.170 -0.286 -0.040 -0.01
C 1.8971 -1.9572 1.5468 -0.374 3.093 2.265 -0.02
F 2.9888 -2.6015 0.8749 -4.147 1.322 1.895 0.06
N 0.5340 -2.5274 1.6256 1.320 2.843 0.860 -0.08
N 0.3045 -3.7507 1.0111 -0.211 -0.396 -1.034 0.12
C -0.5675 -1.8684 2.3588 1.506 2.803 1.205 -0.37
Cl -2.2663 -2.5899 2.4529 3.496 0.915 -0.280 0.72
H -2.9175 0.6642 5.9455 1.385 -0.280 -2.424 0.10
H 0.7099 3.1803 1.2185 0.398 -0.063 1.160 0.14
H 4.3271 -0.1936 1.2612 -1.332 0.604 1.246 0.14
H 3.6415 1.2443 2.3600 0.016 -2.086 -0.731 0.14
H 4.0490 -0.0988 4.2738 0.474 -0.349 -1.043 0.09
H 4.3708 -1.4889 3.4096 0.291 1.160 -0.026 0.09
H -0.6422 -3.8026 0.5907 0.451 0.382 0.597 0.10
H 0.9633 -3.8831 0.2248 -0.203 0.198 0.762 0.13
C -5.0082 0.1843 -1.6201 -0.005 0.126 -0.222 0.09
C -4.4164 -0.7355 -0.8558 -0.680 0.278 1.157 -0.22
C -3.3894 -1.6625 -1.4112 0.417 -0.312 -0.691 -0.31
O -2.8521 -2.4822 -0.6783 -0.121 0.237 0.185 0.04
C -3.0646 -1.5542 -2.8375 0.119 -0.243 0.597 0.07
C -3.6591 -0.6361 -3.6037 0.714 -0.287 -1.621 -0.21
C -4.6656 0.3087 -3.0421 -0.700 0.658 0.204 -0.30
O -5.1759 1.1470 -3.7652 0.429 -0.490 0.064 0.13
O -3.3666 -0.5278 -4.9327 -0.740 0.375 1.548 0.11
O -4.7291 -0.8627 0.4698 0.772 -0.361 -1.149 0.08
H -5.7534 0.8645 -1.2289 0.029 -0.032 -0.017 0.14
H -2.3308 -2.2446 -3.2319 -0.044 0.020 -0.017 0.14
H -3.9235 0.2068 -5.2629 0.121 -0.148 -0.028 0.12
H -4.1684 -1.5923 0.7999 -0.194 0.195 -0.077 0.06
C 2.2389 1.4821 -3.8625 0.046 -0.429 0.137 0.09
C 1.8855 2.6492 -3.3172 0.105 1.029 -1.282 -0.21
C 1.5319 2.7541 -1.8731 -0.122 0.138 0.489 -0.29
O 1.2310 3.8380 -1.3993 0.048 -0.333 -0.192 0.12
C 1.5562 1.5270 -1.0686 -0.114 0.180 -0.013 0.09
C 1.9054 0.3629 -1.6138 -0.212 -0.422 0.993 -0.20
C 2.2856 0.2608 -3.0503 0.266 -0.026 -1.012 -0.31
O 2.6176 -0.8195 -3.5110 -0.219 0.146 0.615 0.12
O 1.9277 -0.7863 -0.8702 0.128 0.446 -1.225 0.05
O 1.8356 3.7926 -4.0630 -0.149 -0.950 1.438 0.11
H 2.5002 1.3913 -4.9087 -0.002 0.005 0.052 0.14
H 1.2806 1.6129 -0.0267 0.109 -0.194 -0.223 0.10
H 2.2126 -1.4911 -1.4882 0.043 0.217 -0.013 0.12
H 1.5567 4.4965 -3.4432 0.082 -0.050 -0.248 0.12
```
Positions in Å, forces in eV/Å.

## Properties
charge: +1
electronic energy: -64248.1100 eV
frontier orbital gap: 6.983 eV

=====

No. 7
Formula: C17H15Cl3GeIrN3O2S2
Source: the OMol25 dataset
Level of theory: the ωB97M-V functional and the def2-TZVPD basis

Geometry as XYZ:
```
44
Properties=species:S:1:pos:R:3:forces:R:3:lowdin_charge:R:1
Ir 0.3384 -0.3288 0.3779 -0.144 -0.690 -0.255 1.12
O -1.3666 -1.3682 0.9223 -0.006 0.122 0.291 -0.30
C -2.6131 -1.3403 0.5396 0.177 0.083 -0.050 -0.32
C -3.4152 -2.4625 0.8159 -0.001 -0.085 0.047 0.00
C -4.7292 -2.4931 0.4330 -0.118 0.088 -0.070 -0.02
C -5.3334 -1.4090 -0.2555 -0.061 -0.330 0.120 -0.06
C -4.5910 -0.3123 -0.5323 0.209 0.140 -0.001 -0.02
C -3.2167 -0.2308 -0.1418 -0.111 -0.213 -0.063 -0.13
C -2.5517 0.9596 -0.4050 0.193 0.099 0.260 -0.01
N -1.2807 1.2126 -0.0827 -0.038 0.092 -0.449 -0.10
N -0.9271 2.4662 -0.2431 0.302 -0.080 -0.098 0.12
C 0.4519 2.6032 -0.2379 0.087 0.002 -0.050 -0.37
O 1.2012 1.5980 -0.3113 -0.163 0.356 0.122 -0.24
C 1.0063 3.9467 -0.1963 -0.050 0.033 -0.039 -0.15
C 2.3971 4.0950 -0.1316 -0.016 0.003 0.007 0.00
C 2.9462 5.3614 -0.0924 -0.002 -0.015 0.007 -0.05
C 2.1153 6.4775 -0.1216 -0.001 0.008 -0.004 -0.05
C 0.7339 6.3345 -0.1823 -0.025 -0.005 0.005 -0.06
C 0.1726 5.0711 -0.2197 0.018 -0.010 0.024 -0.01
H -2.9530 -3.2886 1.3418 -0.066 0.031 -0.022 0.12
H -5.3264 -3.3667 0.6656 0.022 0.019 -0.020 0.12
H -6.3725 -1.4603 -0.5489 0.023 -0.031 0.027 0.12
H -5.0339 0.5316 -1.0479 0.060 0.007 0.015 0.12
H -3.0925 1.7647 -0.8948 0.030 0.076 0.107 0.14
H 3.0262 3.2146 -0.1062 -0.008 0.027 -0.012 0.10
H 4.0201 5.4827 -0.0364 -0.034 0.006 -0.011 0.12
H 2.5487 7.4695 -0.0975 -0.004 -0.026 0.012 0.11
H 0.0977 7.2101 -0.1991 0.028 -0.038 -0.009 0.11
H -0.9000 4.9437 -0.2678 0.025 0.004 -0.010 0.11
Cl 3.9671 0.0310 -0.8130 0.026 0.015 -0.016 0.11
Ge 2.8380 -0.2921 0.9972 -0.174 -0.281 -0.049 -0.38
Cl 3.5573 1.1656 2.3913 -0.085 0.085 0.040 0.13
Cl 3.6323 -2.1939 1.7099 -0.103 -0.036 0.003 0.10
S 0.7081 -1.9124 -1.5011 -0.137 0.284 0.189 0.60
C 1.0995 -3.3664 -0.6901 0.030 0.061 0.085 -1.07
N 1.9612 -4.2131 -1.1993 0.142 -0.168 -0.078 -0.03
C 2.1247 -5.5064 -0.5288 -0.019 0.082 0.034 -0.17
C 1.6340 -5.2827 0.8987 -0.020 0.056 -0.054 -0.38
S 0.4216 -3.9271 0.7967 -0.053 0.201 -0.060 0.97
H 2.4199 -4.0041 -2.0755 0.031 0.031 0.021 0.16
H 3.1714 -5.8002 -0.5473 0.021 0.015 -0.017 0.13
H 1.5367 -6.2617 -1.0508 -0.055 0.002 -0.022 0.13
H 2.4325 -4.9582 1.5602 0.050 0.002 0.027 0.06
H 1.1428 -6.1604 1.3078 0.022 -0.020 0.013 0.09
```
Positions in Å, forces in eV/Å.

## Properties
2S+1: 6
expectation value of S²: 8.788
charge: +1
electronic energy: -145024.5119 eV
frontier orbital gap (spin up / spin down): 7.148 / 5.914 eV

=====

No. 8
Formula: C6H12O
Source: the OMol25 dataset
Level of theory: the ωB97M-V functional and the def2-TZVPD basis

Geometry as XYZ:
```
19
Properties=species:S:1:pos:R:3:forces:R:3:lowdin_charge:R:1
C -1.4228 -1.1323 0.3161 -0.063 -0.069 -0.307 -0.04
C -0.1128 -1.3427 -0.3534 -1.381 -0.076 0.414 -0.41
O 0.5545 -2.4872 -0.1745 0.449 -1.105 0.205 0.07
C 0.3859 -0.4024 -1.3198 0.477 0.435 0.536 -0.15
C 1.2229 0.4131 -0.3041 -0.020 1.835 -1.021 -0.19
C 0.5834 1.0813 0.9105 0.137 -0.299 0.259 -0.34
C -0.1440 2.2009 0.1979 -1.092 -0.196 1.119 -0.07
H -2.2237 -1.4734 -0.3569 -0.121 -0.001 0.142 0.09
H -1.5985 -0.0623 0.4958 -0.031 -0.278 -0.003 0.07
H -1.5127 -1.6805 1.2618 0.030 0.094 -0.091 0.09
H 0.2355 -2.9342 0.6225 0.093 0.096 -0.212 0.12
H 1.0481 -0.8479 -2.0642 -0.105 0.082 0.029 0.12
H -0.3860 0.2138 -1.7932 0.094 -0.179 0.037 0.12
H 2.2038 -0.0472 -0.1424 -0.129 0.285 -0.064 0.12
H 1.0988 1.6047 -0.7597 1.195 -1.051 -0.405 0.14
H 1.4143 1.5090 1.4834 -0.130 -0.024 -0.062 0.10
H 0.0471 0.4179 1.6154 -0.041 0.305 -0.221 0.09
H -0.3967 3.0970 0.7738 0.273 0.012 -0.265 0.04
H -0.9972 1.8721 -0.4090 0.365 0.135 -0.090 0.04
```
Positions in Å, forces in eV/Å.

## Properties
electronic energy: -8458.5725 eV
frontier orbital gap (spin up / spin down): 8.306 / 6.018 eV